Below is the molecule C6H13N3, with properties calculated with wB97M-V/def2-TZVPD.

Each line ends with the Löwdin charge.
Atoms and positions in Å:
N1 -2.51 0.64 0.13  -0.021
C1 -1.10 0.48 0.46  -0.397
C2 -0.25 1.55 -0.10  -0.084
C3 1.12 1.72 -0.25  -0.079
C4 2.08 0.63 0.02  -0.293
N2 1.60 -0.69 -0.31  -0.102
C5 0.85 -1.43 0.79  -0.122
C6 -0.65 -1.10 0.34  -0.316
N3 -0.90 -1.63 -1.01  0.001
H1 -3.15 1.25 0.83  0.149
H2 -2.49 0.90 -0.90  0.089
H3 -0.97 0.58 1.62  0.161
H4 -0.77 2.44 -0.54  0.103
H5 1.74 2.55 -0.57  0.096
H6 2.99 0.78 -0.52  0.104
H7 2.23 0.68 1.09  0.111
H8 2.42 -1.26 -0.80  0.167
H9 1.13 -2.49 0.92  0.108
H10 1.09 -0.99 1.76  0.091
H11 -1.54 -1.57 0.82  0.125
H12 -0.43 -1.04 -1.78  0.101
H13 -1.76 -1.18 -1.18  0.006

SMILES ... N[C@@H]1C=CCNC[C@@H]1N
HOMO-LUMO gap ... 9.4 eV

=====

Below is the molecule C3H3NO, with properties calculated with wB97M-V/def2-TZVPD.

Each line ends with the Löwdin charge.
Atoms and positions in Å:
C1 -1.00 -0.09 -0.03  -0.013
C2 0.34 0.58 0.01  -0.447
O1 0.53 1.77 -0.03  0.122
C3 1.51 -0.34 0.12  -0.120
N1 2.41 -1.06 0.20  0.173
H1 -1.78 0.67 0.02  0.091
H2 -1.08 -0.64 -0.98  0.098
H3 -1.11 -0.81 0.78  0.096

SMILES ... CC(=O)C#N
HOMO-LUMO gap ... 11.0 eV

=====

Number 1: HOMO level -8.469 eV. Number 2: HOMO level -11.296 eV.